{
  "formula": "C40H49BIrN8O2S3",
  "method": "ωB97M-V/def2-TZVPD",
  "e_homo_ev": -16.135,
  "total_charge": 3,
  "gap_ev": 5.56,
  "relative_energy_kj_mol": 0.0,
  "symbols": ["Ir", "C", "C", "C", "C", "N", "N", "B", "N", "N", "C", "C", "C", "C", "C", "S", "C", "C", "C", "C", "N", "N", "C", "C", "C", "C", "C", "S", "C", "C", "C", "C", "C", "S", "C", "C", "C", "C", "H", "H", "H", "H", "H", "H", "H", "H", "H", "H", "H", "H", "H", "H", "H", "H", "H", "H", "H", "H", "H", "H", "H", "H", "H", "H", "H", "H", "H", "H", "H", "H", "H", "H", "H", "H", "H", "H", "H", "O", "C", "O", "C", "C", "C", "C", "C", "C", "N", "C", "C", "C", "C", "C", "C", "N", "H", "H", "H", "H", "H", "H", "H", "H", "H", "H"],
  "coordinates": [[0.3536, -2.4118, -1.2311], [-4.6716, -1.1336, -0.1557], [-3.4446, -0.4426, 0.3481], [-3.4448, 0.5075, 1.3273], [-2.2362, 1.1083, 1.7755], [-1.0902, 0.7909, 1.2284], [-1.0936, -0.1293, 0.2536], [0.2250, -0.3017, -0.5210], [0.3084, 0.7193, -1.6707], [-0.3935, 1.8489, -1.6010], [-0.0586, 2.8085, -2.4331], [1.0184, 2.6309, -3.3459], [1.7468, 1.4706, -3.3922], [2.9114, 1.2511, -4.3055], [1.3120, 0.4769, -2.4922], [1.9636, -1.1275, -2.3409], [-0.8557, 4.0963, -2.3981], [0.1099, 5.2890, -2.3134], [-1.6690, 4.1819, -3.6992], [-1.7942, 4.1148, -1.1927], [1.4011, 0.0127, 0.4521], [1.8179, 1.2681, 0.5319], [2.7249, 1.5575, 1.4435], [3.2167, 0.5580, 2.3160], [2.7998, -0.7422, 2.2108], [3.3040, -1.8567, 3.0732], [1.8563, -0.9779, 1.1935], [1.2362, -2.5658, 0.7956], [3.2240, 2.9848, 1.5299], [2.5164, 3.8720, 0.5075], [4.7370, 2.9827, 1.2571], [2.9507, 3.5183, 2.9455], [-2.1721, -0.7617, -0.1745], [-1.9427, -1.9867, -1.3875], [-2.2366, 2.1150, 2.9078], [-2.7479, 1.4087, 4.1750], [-3.1768, 3.2730, 2.5434], [-0.8300, 2.6578, 3.1515], [-5.5528, -0.8132, 0.3943], [-4.5765, -2.2161, -0.0468], [-4.8294, -0.9176, -1.2146], [-4.3814, 0.8018, 1.7832], [1.2654, 3.4366, -4.0257], [2.8719, 1.9288, -5.1552], [2.9429, 0.2242, -4.6730], [3.8479, 1.4364, -3.7746], [0.7262, 5.3906, -3.2076], [0.7644, 5.2138, -1.4439], [-0.4688, 6.2075, -2.2205], [-1.0279, 4.1641, -4.5829], [-2.2239, 5.1197, -3.7171], [-2.3857, 3.3620, -3.7753], [-1.2342, 4.0250, -0.2589], [-2.5212, 3.3026, -1.2353], [-2.3377, 5.0590, -1.1789], [3.9466, 0.8255, 3.0692], [3.9857, -1.4809, 3.8319], [3.8367, -2.5958, 2.4712], [2.4783, -2.3665, 3.5730], [2.7008, 3.5328, -0.5139], [2.8928, 4.8905, 0.6002], [1.4373, 3.8868, 0.6738], [4.9644, 2.5699, 0.2723], [5.2886, 2.4133, 2.0068], [5.1090, 4.0062, 1.2881], [1.8817, 3.5411, 3.1600], [3.3351, 4.5349, 3.0237], [3.4473, 2.9257, 3.7151], [-3.7703, 1.0455, 4.0587], [-2.7458, 2.1147, 5.0051], [-2.1090, 0.5661, 4.4457], [-4.2053, 2.9428, 2.3919], [-2.8424, 3.7882, 1.6417], [-3.1891, 3.9939, 3.3605], [-0.1397, 1.8630, 3.4412], [-0.8668, 3.3871, 3.9605], [-0.4361, 3.1499, 2.2592], [-0.0781, -7.8474, 4.5863], [-0.8235, -6.8070, 4.1922], [-1.5723, -6.2492, 4.9363], [-0.6360, -6.3007, 2.7819], [0.5967, -6.3089, 2.1418], [0.7416, -5.7027, 0.8997], [-0.3715, -5.1297, 0.3081], [-1.6207, -5.1523, 0.9108], [-1.7420, -5.7250, 2.1646], [-0.2284, -4.4643, -0.9683], [-0.5455, -5.0771, -2.0399], [-0.4689, -4.3755, -3.3124], [-0.7597, -4.9970, -4.5080], [-0.7180, -4.2473, -5.6800], [-0.4223, -2.9024, -5.5930], [-0.1350, -2.3421, -4.3537], [-0.1248, -3.0639, -3.2358], [0.3325, -8.3161, 3.8503], [1.4610, -6.7574, 2.6156], [1.6978, -5.6929, 0.3914], [-2.4728, -4.7111, 0.4094], [-2.6904, -5.7297, 2.6848], [-0.8924, -6.1082, -2.0103], [-1.0196, -6.0472, -4.5211], [-0.9315, -4.7076, -6.6353], [-0.4113, -2.2741, -6.4726], [0.0800, -1.2892, -4.2587]]
}